# 1
{"formula": "C28H32FN5O4SeY", "method": "ωB97M-V/def2-TZVPD", "e_above_lowest_kcal_mol": 0.0, "homo_lumo_gap_ev": 8.11, "total_charge": 1, "e_lumo_ev": -2.39, "species": ["Y", "C", "C", "C", "C", "C", "C", "C", "C", "C", "C", "C", "C", "N", "C", "C", "C", "C", "C", "C", "F", "H", "H", "H", "H", "H", "H", "H", "H", "H", "H", "H", "H", "H", "H", "H", "H", "H", "H", "H", "H", "H", "O", "C", "O", "C", "C", "N", "N", "C", "C", "O", "O", "H", "H", "H", "C", "N", "C", "C", "N", "C", "C", "Se", "H", "H", "H", "H", "H", "H", "H", "H"], "xyz": [[0.730, -0.920, 0.898], [-0.382, 3.059, -2.393], [-1.217, 1.878, -1.896], [-2.712, 2.220, -1.966], [-0.864, 0.617, -2.671], [-0.835, 0.684, -4.061], [-0.453, -0.407, -4.822], [-0.066, -1.573, -4.185], [-0.101, -1.697, -2.797], [0.326, -3.045, -2.227], [-0.843, -3.876, -1.684], [1.442, -2.976, -1.177], [-0.539, -0.602, -2.036], [-0.678, -0.689, -0.608], [-1.982, -0.855, -0.108], [-3.077, -1.257, -0.878], [-4.325, -1.465, -0.314], [-4.536, -1.277, 1.045], [-3.480, -0.851, 1.835], [-2.267, -0.636, 1.239], [-1.219, -0.171, 2.041], [-0.578, 3.943, -1.781], [-0.633, 3.325, -3.425], [0.690, 2.830, -2.359], [-0.954, 1.699, -0.860], [-3.022, 2.356, -3.008], [-2.921, 3.157, -1.435], [-3.332, 1.434, -1.531], [-1.113, 1.610, -4.560], [-0.440, -0.346, -5.904], [0.268, -2.420, -4.778], [0.741, -3.587, -3.073], [-1.298, -3.400, -0.814], [-0.500, -4.870, -1.379], [-1.614, -4.002, -2.448], [0.990, -2.970, -0.190], [2.110, -2.124, -1.345], [2.052, -3.877, -1.187], [-2.923, -1.417, -1.939], [-5.144, -1.788, -0.948], [-5.507, -1.455, 1.490], [-3.594, -0.676, 2.901], [4.080, -4.213, 5.737], [2.965, -3.647, 5.232], [1.888, -3.919, 5.657], [3.154, -2.637, 4.152], [4.051, -1.597, 4.078], [3.732, -0.874, 2.993], [2.669, -1.377, 2.351], [2.306, -2.450, 3.059], [1.177, -3.295, 2.510], [1.281, -4.484, 2.476], [0.206, -2.546, 2.002], [4.854, -3.979, 5.216], [4.866, -1.308, 4.731], [4.168, -0.033, 2.661], [-1.196, 2.840, 1.886], [-0.165, 3.649, 1.228], [-0.327, 4.978, 0.862], [0.823, 5.367, 0.291], [1.675, 4.272, 0.314], [3.033, 4.267, -0.242], [1.060, 3.222, 0.889], [1.873, 1.593, 1.316], [-1.872, 3.508, 2.409], [-0.728, 2.171, 2.594], [-1.750, 2.263, 1.152], [-1.243, 5.518, 1.042], [1.115, 6.317, -0.126], [3.402, 5.288, -0.254], [3.025, 3.868, -1.254], [3.676, 3.655, 0.378]], "forces_ev_per_a": [[0.9280, 1.0640, 0.0300], [0.0967, 0.0626, -0.0476], [-0.1155, -0.0633, -0.2684], [0.0176, 0.0236, -0.0929], [0.0062, -0.0707, -0.0471], [-0.0173, -0.0003, -0.0422], [-0.0067, 0.0204, -0.0005], [0.0486, -0.0475, -0.0740], [0.0342, -0.1124, -0.0083], [-0.1964, 0.0630, 0.1443], [-0.0012, -0.0166, -0.0628], [-0.0340, 0.1558, -0.2548], [-0.2996, 0.3612, 0.0954], [-1.1808, 0.0003, -1.1846], [0.1126, 0.1592, -0.3288], [-0.0997, -0.1024, -0.1086], [-0.0653, -0.0263, -0.0550], [-0.0912, -0.0093, -0.0042], [-0.0843, 0.1313, 0.3179], [-0.3106, -0.1515, -0.2496], [0.2712, 0.0101, -0.0349], [0.0304, 0.0180, 0.0173], [0.0453, -0.0236, 0.1520], [-0.1293, 0.0357, 0.0049], [0.0729, -0.0656, 0.2994], [0.0284, -0.0050, 0.1361], [0.0406, -0.1190, -0.0535], [0.0429, 0.0133, -0.0202], [0.0404, -0.1532, 0.0691], [0.0052, 0.0018, 0.0838], [-0.0527, 0.0958, 0.0724], [0.0571, -0.0760, -0.1350], [0.0079, -0.0097, -0.0150], [-0.0166, 0.1088, -0.0396], [0.0420, 0.0035, 0.0562], [-0.0521, -0.1778, 0.3618], [0.0903, 0.0763, 0.0145], [0.0534, -0.0003, 0.0248], [-0.0234, -0.0067, 0.0323], [0.0850, 0.0348, 0.0571], [0.0795, 0.0139, -0.0434], [0.0376, -0.0409, -0.1495], [-0.0685, 0.0883, 0.0000], [0.0786, -0.0687, 0.0834], [-0.1952, -0.0209, 0.0127], [0.0381, -0.1491, 0.1506], [0.2872, 0.1911, 0.0719], [0.0982, -0.0199, 0.0488], [0.1179, -0.2814, 0.2986], [-0.0998, -0.0154, -0.2727], [-0.1740, 0.3998, 0.0801], [-0.1625, -0.2979, 0.0396], [0.2275, -1.5968, 0.9671], [0.1308, -0.0191, -0.0894], [-0.1514, -0.0363, -0.1317], [0.0576, 0.1415, -0.0409], [0.1312, 0.2984, -0.1116], [-0.5120, -0.0632, 0.1832], [-0.2000, -0.3622, 0.1699], [0.4036, -0.1866, -0.1080], [0.3521, 0.1879, -0.2316], [-0.2830, 0.0725, 0.0378], [-0.0735, 0.3380, -0.0969], [0.3798, 0.6058, 0.1677], [-0.0199, 0.0419, 0.0106], [0.1035, -0.0575, 0.1089], [-0.0468, -0.0516, -0.1092], [0.0897, -0.1127, 0.0018], [0.0237, -0.1239, 0.0231], [-0.0228, -0.0026, 0.0030], [-0.0461, -0.0160, -0.0208], [0.0389, -0.0583, 0.1053]], "mulliken_charge": [0.5282, -1.7339, 2.4756, -1.5209, 0.7553, -0.6566, -1.5105, -1.2287, 1.0220, 0.6274, -1.5267, -1.4514, -1.2009, 2.0081, 0.6990, -0.5629, -0.8254, -0.7180, -0.7848, 0.1805, -0.3998, 0.3693, 0.4514, 0.3348, -1.0508, 0.3743, 0.4078, 0.2913, 0.3658, 0.3812, 0.4248, 0.7340, 0.1187, 0.4782, 0.3676, 0.2783, 0.3519, 0.5341, 0.5024, 0.4544, 0.4258, 0.5007, -0.4507, 0.6408, -0.4836, 0.2715, -0.4006, -0.1786, -0.3395, 0.3027, 0.2997, -0.5580, -0.5486, 0.3381, 0.4773, 0.1888, -1.0233, 0.4063, -0.5419, -0.4968, 0.2892, -0.8924, -0.0393, -0.4649, 0.3436, 0.3679, 0.3131, 0.4448, 0.4832, 0.3373, 0.2932, 0.3494]}

=====

# 2
{"formula": "C28H32I2N4O10P3Rb", "method": "ωB97M-V/def2-TZVPD", "e_above_lowest_kcal_mol": 23.1, "homo_lumo_gap_ev": 5.93, "total_charge": -2, "e_lumo_ev": 3.45, "species": ["Rb", "I", "C", "C", "C", "I", "C", "O", "C", "C", "N", "C", "C", "C", "C", "C", "C", "N", "C", "H", "H", "H", "H", "H", "H", "H", "H", "H", "H", "H", "N", "C", "C", "P", "O", "O", "O", "P", "O", "O", "O", "H", "H", "H", "H", "H", "H", "H", "H", "O", "N", "O", "O", "C", "P", "C", "C", "C", "C", "C", "C", "C", "C", "C", "C", "C", "C", "H", "H", "H", "H", "H", "H", "H", "H", "H", "H", "H", "H", "H"], "xyz": [[0.132, -0.315, 0.773], [-1.569, 3.917, -7.896], [-0.681, 2.782, -6.357], [0.153, 1.724, -6.680], [0.731, 0.995, -5.660], [2.011, -0.606, -6.125], [0.525, 1.253, -4.265], [1.070, 0.601, -3.336], [-0.352, 2.374, -4.007], [-0.587, 2.701, -2.553], [-1.254, 1.658, -1.772], [-2.548, 1.279, -2.301], [-3.305, 0.382, -1.352], [-4.695, 0.448, -1.287], [-5.369, -0.387, -0.414], [-4.635, -1.262, 0.371], [-3.255, -1.268, 0.239], [-2.603, -0.469, -0.607], [-0.929, 3.101, -5.024], [0.353, 1.470, -7.712], [-1.172, 3.622, -2.463], [0.382, 2.872, -2.078], [-0.643, 0.844, -1.828], [-2.477, 0.772, -3.278], [-3.139, 2.185, -2.467], [-5.227, 1.159, -1.908], [-6.449, -0.345, -0.338], [-5.112, -1.922, 1.083], [-2.642, -1.937, 0.832], [-1.581, 3.933, -4.778], [0.746, 0.154, 5.602], [0.484, 1.308, 4.653], [0.472, 2.601, 5.446], [1.836, 1.305, 3.376], [2.203, -0.280, 3.291], [3.006, 1.955, 4.015], [1.208, 1.800, 2.109], [-1.194, 0.823, 4.014], [-1.545, 2.039, 3.026], [-2.070, 0.859, 5.225], [-0.957, -0.460, 3.287], [1.583, 0.306, 6.162], [0.878, -0.676, 5.015], [-0.103, 0.047, 6.170], [1.442, 2.778, 5.916], [-0.331, 2.589, 6.187], [0.283, 3.425, 4.760], [1.701, -0.923, 2.762], [-0.774, 2.227, 2.458], [1.197, -2.824, 1.834], [0.444, -3.151, 0.878], [0.932, -3.387, -0.242], [-0.793, -3.157, 1.044], [3.439, -1.480, -2.149], [3.502, -0.920, -0.413], [4.478, -2.214, 0.428], [4.609, -3.510, -0.061], [5.282, -4.478, 0.674], [5.832, -4.164, 1.907], [5.695, -2.876, 2.410], [5.018, -1.912, 1.681], [4.731, 0.445, -0.445], [4.370, 1.670, 0.106], [5.273, 2.728, 0.122], [6.540, 2.568, -0.415], [6.913, 1.345, -0.965], [6.013, 0.291, -0.975], [2.775, -2.347, -2.174], [4.411, -1.735, -2.577], [2.945, -0.705, -2.738], [4.162, -3.774, -1.011], [5.365, -5.486, 0.283], [6.352, -4.922, 2.481], [6.105, -2.625, 3.381], [4.886, -0.917, 2.092], [3.385, 1.792, 0.544], [4.984, 3.672, 0.566], [7.245, 3.392, -0.403], [7.906, 1.218, -1.380], [6.308, -0.667, -1.388]], "forces_ev_per_a": [[-0.3525, 0.0939, -0.7994], [0.0617, -0.0863, 0.1202], [-0.0940, 0.1209, -0.1565], [0.0139, -0.0177, 0.0075], [0.0683, -0.1674, 0.0461], [-0.0835, 0.1174, 0.0187], [0.1655, 0.1227, -0.0488], [-0.1305, -0.0197, 0.0075], [-0.0276, -0.1041, 0.0642], [0.0147, 0.0877, -0.0255], [0.2356, -0.2410, 0.0165], [0.0130, 0.0150, 0.0018], [-0.0721, 0.0471, -0.0214], [-0.0009, -0.0255, 0.0133], [0.0362, 0.0231, -0.0283], [-0.0262, -0.0241, 0.0274], [-0.0035, 0.0078, -0.0313], [0.0124, 0.0164, 0.0420], [-0.0233, -0.0202, 0.0201], [0.0005, -0.0018, 0.0001], [-0.0092, 0.0214, -0.0408], [-0.0396, 0.0079, 0.0288], [-0.0396, 0.0857, -0.0254], [-0.0260, 0.0121, -0.0065], [0.0106, 0.0107, -0.0057], [-0.0017, -0.0040, 0.0052], [0.0007, -0.0021, 0.0052], [0.0024, 0.0029, -0.0051], [0.0070, 0.0087, -0.0102], [0.0049, 0.0041, 0.0095], [-0.0770, 0.0656, -0.0943], [0.0128, -0.0517, -0.1642], [-0.0367, -0.0200, 0.0562], [0.1078, -0.0195, 0.2418], [0.0984, -0.1095, 0.1825], [0.0365, -0.0302, -0.0482], [-0.0035, 0.1555, 0.0915], [-0.0281, 0.0805, 0.2632], [0.0103, 0.1799, 0.0160], [0.0451, -0.0429, -0.0477], [0.0188, 0.0176, 0.0636], [0.0216, 0.0383, -0.0006], [-0.0195, -0.0715, 0.0163], [0.0322, -0.0349, 0.0620], [0.0137, 0.0080, -0.0229], [-0.0068, -0.0004, -0.0177], [0.0068, 0.0123, 0.0163], [-0.0544, 0.0501, 0.0247], [0.0662, -0.1189, -0.0705], [0.0644, -0.0095, 0.0236], [0.0299, 0.0731, -0.1170], [0.0281, -0.0804, 0.1823], [0.1821, -0.2038, 0.0089], [-0.0626, -0.0877, 0.0345], [-0.4330, 0.1595, 0.1294], [0.0819, -0.0112, 0.0560], [-0.0076, 0.0467, 0.0067], [0.0039, 0.0048, 0.0030], [-0.0019, -0.0298, -0.0229], [-0.0139, 0.0322, -0.0104], [0.0109, -0.0444, -0.0212], [0.0879, -0.1248, -0.0691], [-0.0207, -0.0132, 0.0294], [0.0262, 0.0134, 0.0017], [-0.0007, -0.0096, -0.0015], [-0.0290, -0.0195, 0.0041], [0.0025, 0.0650, 0.0012], [0.0585, -0.0218, -0.0288], [-0.0013, 0.0049, 0.0024], [0.0332, 0.0639, -0.0115], [0.0050, -0.0105, 0.0070], [0.0027, -0.0010, 0.0009], [0.0021, 0.0040, -0.0009], [-0.0047, 0.0081, -0.0031], [0.0117, -0.0115, 0.0110], [0.0095, 0.0146, -0.0131], [-0.0132, -0.0083, 0.0012], [-0.0104, 0.0012, 0.0049], [-0.0059, -0.0086, -0.0035], [0.0031, 0.0043, -0.0018]], "mulliken_charge": [0.9946, -0.0749, -0.2950, -0.3707, -0.4008, -0.0473, 0.2440, -0.4894, 0.8127, -1.5201, 0.1140, -0.5528, 0.3515, -0.8456, -0.2337, -0.9643, 0.0479, -0.0187, -0.3614, 0.3246, 0.4860, 0.2330, 0.0210, 0.3142, 0.3744, 0.3722, 0.3955, 0.3732, 0.3607, 0.3245, -0.2958, 0.4954, -1.9101, 1.0678, -0.5997, -0.8334, -0.8151, 0.8244, -0.5532, -0.8359, -0.6008, 0.3459, 0.3471, 0.3898, 0.4006, 0.4763, 0.3745, 0.3051, 0.4150, -0.5225, 0.6679, -0.5489, -0.5490, -1.4081, 1.0749, 0.3235, -0.2568, -0.5495, -0.4317, -0.6198, -0.5558, -0.1340, -0.1462, -0.6130, -0.3403, -0.6860, -0.1906, 0.3982, 0.3898, 0.2547, 0.2763, 0.3680, 0.3454, 0.3901, 0.3000, 0.4107, 0.4117, 0.3450, 0.3688, 0.2602]}

=====

# 3
{"formula": "C28H32I3N5O3S", "method": "ωB97M-V/def2-TZVPD", "e_above_lowest_kcal_mol": 79.6, "homo_lumo_gap_ev": 4.51, "total_charge": 2, "e_lumo_ev": -7.67, "species": ["C", "C", "C", "I", "C", "C", "C", "I", "C", "C", "I", "C", "O", "C", "C", "C", "S", "C", "N", "N", "C", "O", "C", "N", "C", "O", "H", "H", "H", "H", "H", "H", "H", "H", "H", "H", "H", "H", "H", "H", "H", "H", "H", "H", "C", "N", "C", "C", "C", "C", "C", "C", "C", "C", "N", "C", "C", "C", "H", "H", "H", "H", "H", "H", "H", "H", "H", "H", "H", "H", "H", "H"], "xyz": [[-1.328, -1.683, 2.946], [-2.821, -1.096, 2.707], [-2.953, 0.479, 2.971], [-1.858, 0.872, 4.859], [-2.410, 1.402, 1.794], [-2.796, 2.779, 1.719], [-3.757, 3.501, 2.762], [-2.930, 5.481, 3.224], [-5.306, 3.515, 2.359], [-5.761, 4.727, 1.422], [-6.590, 3.631, 4.159], [-2.195, 3.675, 0.535], [-2.805, 4.580, -0.066], [-0.701, 3.354, 0.038], [0.278, 4.498, -0.541], [1.739, 4.491, 0.138], [2.279, 6.264, 0.360], [1.458, 6.749, 1.959], [2.182, 6.617, 3.177], [1.370, 7.021, 4.211], [0.143, 7.393, 3.576], [0.139, 7.226, 2.158], [-0.312, 1.979, 0.107], [1.002, 1.476, -0.308], [-1.396, 0.924, 0.658], [-1.387, -0.211, 0.117], [-1.118, -1.953, 4.031], [-0.511, -0.987, 2.532], [-1.232, -2.670, 2.349], [-3.499, -1.693, 3.420], [-3.070, -1.362, 1.612], [-4.065, 0.677, 3.199], [-3.685, 2.916, 3.753], [-5.657, 2.551, 1.832], [-6.903, 4.619, 1.287], [-5.321, 4.719, 0.374], [-5.625, 5.765, 1.903], [0.432, 4.222, -1.654], [-0.205, 5.531, -0.547], [1.683, 3.899, 1.108], [2.458, 3.958, -0.571], [-0.829, 7.770, 4.044], [0.867, 0.568, -0.799], [1.369, 2.098, -1.048], [1.741, -1.234, 0.907], [2.008, -2.276, -0.108], [1.210, -3.360, -0.157], [1.405, -4.338, -1.122], [2.429, -4.206, -2.059], [3.249, -3.081, -1.960], [3.023, -2.130, -0.978], [2.636, -5.196, -3.137], [2.595, -4.807, -4.477], [2.838, -5.727, -5.484], [3.121, -7.008, -5.185], [3.145, -7.426, -3.904], [2.903, -6.538, -2.867], [3.428, -7.973, -6.264], [1.768, -1.705, 1.890], [0.755, -0.817, 0.698], [2.497, -0.453, 0.846], [0.411, -3.425, 0.574], [0.731, -5.189, -1.145], [4.077, -2.932, -2.647], [3.644, -1.246, -0.887], [2.371, -3.781, -4.752], [2.816, -5.444, -6.530], [3.373, -8.471, -3.726], [2.950, -6.905, -1.846], [2.728, -8.804, -6.184], [4.456, -8.309, -6.124], [3.323, -7.489, -7.235]], "forces_ev_per_a": [[-0.0085, -0.4863, -0.6976], [0.9784, -0.7572, -0.1262], [-0.4683, -1.0565, -1.0509], [-0.5241, 0.2939, -0.6568], [-0.4618, 2.6364, -0.1078], [0.6740, -1.4491, -0.3625], [-0.1696, -1.8070, 0.2462], [-0.3871, -0.9632, -0.0310], [-0.2467, 0.8330, -1.3597], [-1.3364, 0.1716, 0.0278], [0.7881, -0.1519, -0.6410], [0.2822, 1.0873, -1.6963], [1.4951, -2.8209, 2.2438], [0.5645, -2.2905, 0.7775], [-0.6626, -1.2756, -0.8874], [-1.3754, -0.4540, 0.0000], [-1.0502, -0.1559, 1.6914], [1.7856, -0.8838, 2.8789], [-3.1436, 0.7518, -3.6848], [-4.6367, 1.2556, -3.9506], [2.3873, -0.9611, 0.5861], [3.1893, -0.6439, 2.9597], [-1.5753, 2.6473, 0.5791], [-1.7540, 0.0130, -0.9842], [0.5524, -0.8038, -1.0566], [0.0653, 2.8029, 1.8901], [-0.2737, 0.6123, -1.4527], [-1.3409, -0.9156, 0.8903], [-0.2556, 1.4013, 0.8354], [0.8159, 1.1777, -1.1586], [0.0513, 0.6781, 1.7828], [1.9086, 0.0639, -0.4108], [0.1070, 1.0521, -1.6016], [0.9746, 1.3062, 1.0056], [1.7715, 0.1197, 0.1850], [-0.1829, -0.1239, 1.5225], [0.0707, -1.7579, -0.6639], [-0.3356, 0.5667, 1.5398], [0.5287, -1.5977, 0.3090], [0.3644, 1.0373, -1.0863], [-0.6475, 1.0904, 1.0982], [1.8417, -0.5847, -0.7610], [-0.1662, 0.8115, 0.5008], [-0.2320, -0.2196, 0.6728], [0.0064, -0.0633, 0.3120], [0.1848, -0.1311, -0.1824], [0.1429, -0.2372, -0.3819], [-0.1218, -0.0121, 0.1656], [-0.1137, 0.5969, 0.5344], [0.0603, 0.1121, -0.0861], [-0.0776, -0.3994, -0.2776], [0.1611, -0.4491, -0.5894], [0.0422, 0.0775, -0.1134], [-0.0327, 0.1710, 0.4102], [-0.1230, 0.3102, 0.0692], [-0.0826, 0.4147, 0.2428], [0.0242, -0.2555, -0.0135], [0.0627, -0.1847, -0.0107], [-0.0560, 0.0826, -0.0764], [0.1030, -0.1318, 0.1741], [-0.1029, -0.1228, -0.0542], [0.0960, 0.1350, -0.0399], [0.0664, 0.1389, 0.0409], [-0.1005, 0.0167, 0.1143], [-0.1357, -0.0735, 0.0985], [0.0353, -0.1536, -0.0023], [0.0281, -0.1423, 0.1102], [-0.0142, 0.1002, -0.0952], [0.0018, 0.0066, -0.1479], [0.1313, 0.0248, -0.0717], [-0.1388, -0.0603, -0.0998], [-0.0085, -0.0206, 0.1757]], "mulliken_charge": [-0.9375, -0.5183, -1.3910, 0.1351, 0.2859, 0.5608, -0.8681, 0.1942, -0.4015, -1.0562, 0.0917, -0.1715, -0.5328, 0.5639, -1.0324, -0.6208, -0.1446, 0.4212, -0.2519, -0.3121, -0.0526, -0.1684, 0.3996, -0.3958, 0.2722, -0.5745, 0.4302, 0.1803, 0.1964, 0.3423, 0.3379, 0.5115, 0.4736, 0.4412, 0.4167, 0.2226, 0.3208, 0.3520, 0.4484, 0.4066, 0.3458, 0.3867, 0.2855, 0.2879, -0.4185, 0.0807, -0.2193, -0.6184, 0.7800, -0.6849, -0.2007, 0.5992, -0.7170, -0.0984, -0.0113, -0.3546, -0.5804, -0.8675, 0.4740, -0.2096, 0.3373, 0.4286, 0.5011, 0.5258, 0.4383, 0.5046, 0.3988, 0.4876, 0.5089, 0.3751, 0.3788, 0.2806]}